## a
Computed, not measured: a molecular structure, C30H24BrCdN4O4, with the ωB97M-V functional and the def2-TZVPD basis.

```
64
C30H24BrCdN4O4 the ωB97M-V functional and the def2-TZVPD basis
Cd 0.93201 -2.03441 -0.38289
O 0.36627 -2.86671 3.96050
C 0.96964 -1.77862 4.49419
C 1.28546 -1.81650 5.85461
C 1.87341 -0.72442 6.47823
C 2.17287 0.42877 5.75396
C 1.88071 0.45566 4.39193
C 1.28069 -0.62637 3.74318
C 1.04791 -0.55480 2.23320
O 0.50856 -1.73917 1.70951
N 0.15124 0.60885 2.01619
N -0.34500 0.76658 0.78839
C -1.33251 1.56794 0.67437
C -2.06326 1.85601 -0.58444
Br -1.87358 0.64998 -2.02583
C -2.91917 2.85053 -0.76238
C -3.15559 3.97608 0.19473
C -4.44528 4.50401 0.33719
C -4.69950 5.57014 1.19790
C -3.66291 6.14095 1.92948
C -2.37419 5.64029 1.78548
C -2.12213 4.57345 0.92490
H 0.32651 -2.71602 2.98421
H 1.05626 -2.72757 6.40802
H 2.11206 -0.77851 7.53593
H 2.63294 1.28436 6.23799
H 2.13170 1.33414 3.79997
H 1.98961 -0.29568 1.76454
H -0.39868 0.91557 2.79347
H -1.70267 2.08147 1.55584
H -3.50551 2.85894 -1.67790
H -5.26009 4.05882 -0.23288
H -5.71028 5.95479 1.29768
H -3.85595 6.97698 2.59553
H -1.55310 6.09018 2.33588
H -1.10524 4.20900 0.79739
O 3.12106 -1.49776 -0.28943
C 3.47779 -0.36322 -0.82917
C 4.42275 0.47879 -0.17166
C 4.83988 1.68230 -0.71008
C 4.35500 2.13126 -1.95299
C 3.44427 1.33364 -2.61650
C 2.98267 0.11120 -2.09565
C 2.02551 -0.64183 -2.91834
N 1.37385 -1.64525 -2.50608
N 0.55536 -2.31329 -3.43253
C -0.12811 -3.27326 -2.83530
O -0.15797 -3.56641 -1.57039
C -0.98498 -4.13707 -3.74628
C -1.09661 -3.87422 -5.11209
C -1.88114 -4.68677 -5.92661
C -2.56302 -5.77534 -5.38991
C -2.45829 -6.04382 -4.02909
C -1.67375 -5.22425 -3.21006
H 4.80101 0.12992 0.78635
H 5.56079 2.28768 -0.16416
H 4.68485 3.07691 -2.37831
H 3.05221 1.65410 -3.58337
H 1.87448 -0.33068 -3.94578
H -0.55639 -3.02533 -5.51806
H -1.96195 -4.46961 -6.98680
H -3.17160 -6.41065 -6.02995
H -2.99027 -6.88944 -3.60024
H -1.58060 -5.41231 -2.14559
```

2S+1: 1
Total charge: -1

=====

## b
Computed, not measured: a molecular structure, C30H24BrCdN4O4, with the ωB97M-V functional and the def2-TZVPD basis.

```
64
C30H24BrCdN4O4 the ωB97M-V functional and the def2-TZVPD basis
Cd -0.65707 -0.83642 -0.76931
O 2.86088 -2.31473 2.99076
C 1.73565 -2.94818 3.46879
C 1.90093 -3.79067 4.55884
C 0.79872 -4.44913 5.08216
C -0.45726 -4.28082 4.51186
C -0.60344 -3.43764 3.41920
C 0.48194 -2.75154 2.89626
C 0.29026 -1.81006 1.72023
O -0.88359 -1.91195 1.08151
N 0.48996 -0.42476 2.26540
N 0.09391 0.55821 1.47785
C 0.47194 1.76015 1.67453
C 0.01318 2.84252 0.80517
Br -1.53048 2.49000 -0.23480
C 0.55491 4.05633 0.70641
C 1.81794 4.47463 1.35335
C 1.91266 5.73411 1.94511
C 3.09254 6.15696 2.53801
C 4.20585 5.32654 2.54141
C 4.12969 4.07782 1.93960
C 2.94867 3.65768 1.34473
H 2.68889 -1.99496 2.09655
H 2.89177 -3.92155 4.97463
H 0.92636 -5.10668 5.93368
H -1.31432 -4.80620 4.91333
H -1.55986 -3.28452 2.93492
H 1.14658 -1.99147 1.02252
H 1.22251 -0.24049 2.94198
H 1.16822 2.02385 2.47132
H 0.05552 4.79423 0.09065
H 1.04516 6.38402 1.94357
H 3.14337 7.13619 2.99770
H 5.12925 5.65427 3.00197
H 4.99691 3.42958 1.92063
H 2.90033 2.69763 0.84527
O 1.17084 0.24464 -1.33849
C 1.23728 1.15732 -2.25552
C 2.33217 2.06154 -2.22054
C 2.49358 3.07573 -3.13528
C 1.57642 3.25577 -4.17443
C 0.51025 2.38361 -4.24684
C 0.29757 1.35523 -3.32002
C -0.88038 0.52209 -3.58333
N -1.39542 -0.30004 -2.76260
N -2.51618 -1.03596 -3.13819
C -2.46265 -2.23144 -2.57113
O -1.50998 -2.72541 -1.89777
C -3.71142 -3.05592 -2.74289
C -3.88046 -4.18861 -1.95664
C -5.02980 -4.95917 -2.07575
C -6.01290 -4.61006 -2.99171
C -5.84267 -3.48124 -3.78614
C -4.69957 -2.70667 -3.65952
H 3.04720 1.91121 -1.41994
H 3.34800 3.73834 -3.04668
H 1.70017 4.04514 -4.90347
H -0.21208 2.48978 -5.05098
H -1.35085 0.61507 -4.56491
H -3.09552 -4.44103 -1.25569
H -5.15630 -5.83574 -1.45170
H -6.90742 -5.21353 -3.08822
H -6.60385 -3.20341 -4.50557
H -4.55453 -1.82020 -4.26183
```

2S+1: 1
Total charge: -1

=====

The structure with the least stability is b.

=====

## a
Computed, not measured: a single C15H23NO4 molecule, with the ωB97M-V functional and the def2-TZVPD basis.

```
43
C15H23NO4 the ωB97M-V functional and the def2-TZVPD basis
O -0.21339 1.71639 3.20663
O -1.59796 -2.16987 -1.59400
O 0.08134 0.37988 1.38560
O -1.06700 0.08277 -1.16747
C 0.49277 1.09912 2.44464
C -0.96762 -1.08725 -1.84862
C -2.52090 0.39423 2.07175
C -1.29594 0.37964 1.20019
C -3.60461 0.49505 1.22177
C -1.85622 0.16281 -0.08264
N -3.16821 0.39635 -0.07392
C -4.01068 0.37828 -1.28240
C 2.79160 1.11029 1.47219
C 2.55243 1.73387 3.92815
C 2.21954 -0.62789 3.24606
C 1.26675 -1.86301 -2.17038
C 0.57134 0.33137 -3.45975
C -0.49771 -1.79023 -4.17484
C 1.95698 0.86807 2.74464
C 0.15682 -1.03209 -2.95865
H -2.54756 0.62800 3.10791
H -4.55569 0.69789 1.57570
H -3.49079 0.61732 -2.15996
H -4.89729 0.98046 -1.18669
H -4.34208 -0.60993 -1.38175
H 2.65578 2.17669 1.23722
H 3.83873 1.01419 1.57257
H 2.44271 0.66725 0.55046
H 3.68083 1.59164 3.94703
H 1.99554 1.54263 4.87047
H 2.38371 2.76996 3.83523
H 3.29066 -0.91992 3.26753
H 1.84112 -0.77810 4.25549
H 1.59551 -1.34961 2.58186
H 2.28056 -1.66164 -2.62276
H 1.09763 -2.90008 -2.22507
H 1.28199 -1.65056 -1.11740
H -0.25328 1.01086 -3.52233
H 1.24985 0.76936 -2.66166
H 1.02625 0.15369 -4.47052
H 0.31509 -2.16407 -4.83590
H -0.99760 -0.97217 -4.73910
H -1.18097 -2.57162 -3.98730
```

2S+1: 1
Total charge: 0
SMILES string: Cn1ccc(OC(=O)C(C)(C)C)c1OC(=O)C(C)(C)C

=====

## b
Computed, not measured: a single C15H23NO4 molecule, with the ωB97M-V functional and the def2-TZVPD basis.

```
43
C15H23NO4 the ωB97M-V functional and the def2-TZVPD basis
C 4.77724 -3.84833 -3.31015
C 3.72779 -2.95310 -2.66240
C 2.38377 -3.66685 -2.53446
C 1.26895 -2.77060 -1.99393
C 1.49260 -2.35109 -0.54121
C 0.26797 -1.68921 0.08797
H 0.45451 -1.53182 1.15210
C -0.05323 -0.32985 -0.53684
N -1.17518 0.29673 0.13542
C -2.43622 -0.02354 -0.21966
C -3.51551 0.50229 0.40343
C -3.32123 1.41843 1.47370
C -2.04055 1.72296 1.86709
C -0.89422 1.15995 1.19798
O 0.26846 1.38960 1.50286
C -1.72149 2.60322 3.05766
C -2.23769 4.00600 2.86159
O -3.41559 4.29857 2.86954
O -1.26821 4.88496 2.67132
C -1.65901 6.23374 2.44591
H -0.73949 6.79951 2.32427
H -2.27551 6.30385 1.54763
H -2.23246 6.60799 3.29634
H -2.18386 2.19101 3.96002
H -0.63660 2.62209 3.16836
O -4.43166 1.91225 2.03997
H -4.23454 2.71082 2.57209
H -4.51993 0.25494 0.10955
H -2.53624 -0.71623 -1.04249
H -0.29418 -0.43298 -1.59634
H 0.80466 0.33597 -0.41596
H -0.59976 -2.34739 -0.00884
H 2.33592 -1.66273 -0.47768
H 1.74126 -3.23903 0.04438
H 1.19066 -1.88615 -2.62904
H 0.32341 -3.31548 -2.06043
H 2.49773 -4.53561 -1.88176
H 2.08864 -4.03368 -3.52095
H 4.07888 -2.64889 -1.67539
H 3.59991 -2.05057 -3.26458
H 4.46313 -4.14633 -4.30833
H 4.92849 -4.74800 -2.71751
H 5.72837 -3.32743 -3.39124
```

2S+1: 1
Total charge: 0
SMILES string: CCCCCCCn1ccc(O)c(CC(=O)OC)c1=O

=====

The structure with the least stability is a.

=====

## a
Computed, not measured: 2 unconnected molecules or ions with the total composition C6H14N2O2, with the ωB97M-V functional and the def2-TZVPD basis.

```
24
C6H14N2O2 the ωB97M-V functional and the def2-TZVPD basis
C 2.12422 1.07983 2.21390
C -1.60847 1.31172 2.60758
C 0.68559 1.02407 1.87921
O 0.26653 0.92232 0.73479
N -0.18144 1.17798 2.92739
H 2.48598 0.16263 2.68981
H -0.03001 1.18380 3.91816
H -2.13181 0.35960 2.55002
H 2.82825 1.20380 1.38917
H 2.44216 1.90786 2.85500
H -2.12982 1.95603 3.31668
H -1.70879 1.79472 1.64052
C 1.07090 0.07696 -2.87780
C -1.26516 -2.13609 -0.93740
C -0.62551 -1.43571 -2.10008
O -0.93743 -1.65447 -3.25183
N 0.40552 -0.59542 -1.76183
H 0.58014 -0.14293 -0.87198
H 1.39234 -0.66170 -3.61167
H -1.20881 -1.55617 0.00575
H 0.40414 0.77843 -3.37260
H 1.99668 0.53533 -2.52619
H -2.34081 -2.17538 -1.06602
H -0.63783 -2.98544 -0.67118
```

2S+1: 1
Total charge: 0
SMILES string: CNC(C)=O.CNC(C)=O

=====

## b
Computed, not measured: 2 unconnected molecules or ions with the total composition C6H14N2O2, with the ωB97M-V functional and the def2-TZVPD basis.

```
24
C6H14N2O2 the ωB97M-V functional and the def2-TZVPD basis
O 0.63308 0.02681 -2.07932
C -0.52963 0.14808 -2.45361
N -1.48004 -0.77484 -2.13752
C -1.01647 1.31340 -3.28866
C -1.15002 -1.94139 -1.34226
H -2.43837 -0.63817 -2.46837
H -1.80499 1.87590 -2.76098
H -0.16989 1.99306 -3.48350
H -1.41876 0.96643 -4.25531
H -2.05829 -2.55204 -1.20535
H -0.77054 -1.64768 -0.34911
H -0.38434 -2.55715 -1.84344
O 0.67785 0.65216 3.96300
C 0.61299 0.67627 2.73748
N 1.47767 -0.03701 1.96385
C -0.41492 1.48572 1.97558
C 2.51262 -0.85581 2.56438
H 1.39124 0.00920 0.94556
H -1.05048 0.83301 1.35377
H -1.05725 2.01891 2.69650
H 0.07221 2.22867 1.32186
H 3.09532 -1.34285 1.76449
H 2.07417 -1.63818 3.20647
H 3.19687 -0.24252 3.17454
```

2S+1: 1
Total charge: 0
SMILES string: CNC(C)=O.CNC(C)=O

=====

The structure with the least stability is a.